1.
The following is a DFT calculation (ωB97M-V with the def2-TZVPD basis set) of an isolated ion of composition C9H15BrN4O and charge +2 at a distorted geometry.

XYZ file:
```
30
Properties=species:S:1:pos:R:3:forces:R:3:mulliken_charge:R:1
C 1.465 1.314 -1.263 0.360 -0.601 -1.818 -0.19
N -0.337 0.746 0.220 2.411 3.421 1.198 -0.33
C -4.378 -1.651 0.256 -2.333 0.884 0.896 -0.01
C -3.544 -2.803 0.324 2.896 2.683 2.189 -0.56
H 0.810 3.623 0.042 -0.027 -0.518 -0.104 0.32
H -1.894 -0.842 1.395 0.515 0.592 -0.366 0.44
H 1.192 0.268 -1.653 0.983 1.808 0.063 0.36
H 3.685 1.629 -1.672 -1.669 -0.957 0.847 0.34
H 3.261 0.690 -0.154 -0.121 -1.425 -0.431 0.46
Br -3.535 1.961 -0.030 -0.553 -0.890 -0.336 0.23
C 0.901 2.690 0.618 2.718 1.375 0.469 -0.62
N -4.205 -0.615 -0.430 -0.530 0.761 0.568 0.79
N -4.403 0.454 -0.894 0.516 1.000 -0.436 -0.66
C -1.621 -1.084 0.357 -0.154 -1.360 1.500 -0.13
C -2.050 -2.450 0.011 -1.692 -0.833 -1.842 -0.70
C 2.935 1.483 -0.806 2.617 -1.010 -1.997 -0.73
H 1.306 2.163 -1.977 -0.272 -0.952 0.223 0.25
H -0.794 -0.537 -1.475 1.029 -0.198 0.632 0.34
O 3.218 2.567 -0.048 -0.507 1.979 0.668 -0.37
H 2.440 1.455 1.508 0.478 1.695 0.282 0.35
C 2.449 2.539 1.109 -1.228 -1.533 -1.060 -0.52
H -3.544 -2.926 1.410 -0.252 -0.805 0.136 0.32
H 2.886 3.323 1.716 -0.789 -0.073 0.661 0.40
C -0.753 -0.388 -0.377 -1.274 0.106 -2.073 -0.51
H -1.839 -2.722 -1.027 0.360 -0.022 0.221 0.38
H 0.320 2.718 1.469 -1.601 -0.007 1.663 0.47
N 0.611 1.528 -0.151 -2.822 -2.004 0.336 0.60
H -4.012 -3.597 -0.113 -0.788 -2.522 -1.325 0.46
H -5.239 -1.592 0.983 0.507 0.160 -1.032 0.41
H -1.574 -3.102 0.699 1.222 -0.754 0.268 0.40
```
Positions in Å, forces in eV/Å.

Values from the calculation:
- Total charge: +2
- SMILES: BrN=[N+]=CCC/C=C/N=[N+]1CCOCC1
- Energy relative to the best compared isomer or geometry (same formula, charge and spin): 98.3 kJ/mol


2.
The following is a DFT calculation (ωB97M-V with the def2-TZVPD basis set) of the molecule C19H22N2O6S.

XYZ file:
```
50
Properties=species:S:1:pos:R:3:forces:R:3:mulliken_charge:R:1
C -1.842 -1.491 -0.782 0.214 -0.130 0.033 -0.54
S 1.985 -2.505 0.196 0.291 -0.058 0.486 1.42
C -3.864 0.266 1.702 0.181 0.147 0.361 -0.74
C -0.068 -1.135 1.284 -0.379 0.096 0.212 -0.77
H 0.610 -0.999 2.109 0.091 0.127 0.129 0.53
O 1.620 4.001 -0.465 -0.019 -0.394 -0.156 -0.39
H 0.093 1.609 -3.812 0.024 -0.095 0.032 0.25
H -0.277 -4.043 -1.679 0.012 -0.110 -0.072 0.38
H 3.373 0.885 2.391 0.051 -0.033 0.135 0.35
C 2.901 1.109 1.447 0.020 -0.463 -0.096 -1.25
C -2.203 -0.667 0.278 0.278 -0.039 0.005 0.51
H -4.028 -0.668 2.251 -0.069 0.123 -0.006 0.20
C 1.663 1.703 -0.976 -0.073 0.154 0.052 0.58
N -3.467 -0.043 0.343 0.148 -0.129 0.174 0.08
N 2.858 -1.242 0.867 -0.281 -0.845 -0.117 -0.30
H 3.182 -1.431 1.802 -0.071 -0.208 0.088 0.29
H -2.507 1.944 1.779 -0.030 -0.077 0.070 0.30
C 1.971 5.079 0.363 0.040 0.128 0.118 -0.97
H -5.413 1.964 -0.066 -0.042 0.053 0.099 0.38
H -2.544 -1.638 -1.585 0.011 -0.025 -0.021 0.39
C 2.596 0.092 0.560 -0.020 0.856 -0.258 -0.49
H 3.055 5.142 0.508 -0.032 -0.013 0.008 0.37
C -0.601 -2.112 -0.855 -0.085 0.032 -0.074 0.21
C -1.304 -0.507 1.343 0.178 -0.196 -0.252 0.24
H -2.976 1.324 3.389 -0.005 -0.008 -0.122 0.39
H 1.431 0.504 -3.408 -0.009 0.014 0.012 0.37
C 0.290 -1.896 0.191 0.454 -0.058 0.144 0.47
H -0.116 0.401 -2.520 0.020 0.018 0.011 0.15
H 2.862 3.201 1.826 -0.002 0.113 0.031 0.39
H 1.479 5.017 1.341 0.031 -0.008 -0.027 0.36
O 1.033 2.083 -2.116 0.237 0.204 0.382 -0.46
C -2.723 1.040 2.365 -0.479 0.161 -0.023 -0.57
H -1.032 -2.892 -2.793 -0.064 -0.033 -0.027 0.41
H 0.701 -2.792 -2.408 -0.103 -0.041 -0.144 0.45
C -4.133 0.382 -0.782 -0.294 0.164 0.052 1.04
O 2.449 -2.713 -1.143 -0.194 0.317 -0.001 -0.66
C -5.497 0.998 -0.560 0.034 -0.020 -0.262 -1.58
H 1.804 -0.404 -1.350 -0.074 0.066 -0.236 0.98
C 1.993 0.398 -0.660 0.063 0.298 -0.170 0.08
C 0.594 1.080 -3.003 -0.088 -0.192 -0.161 -0.64
O -1.569 0.239 2.455 0.193 -0.209 -0.004 -0.51
O -3.667 0.261 -1.892 0.011 0.042 -0.273 -0.61
H -6.138 0.343 0.024 -0.068 0.018 0.112 0.38
H -5.944 1.153 -1.539 0.049 -0.017 0.022 0.35
C 2.606 2.427 1.120 -0.141 0.214 -0.207 -0.63
O 2.119 -3.584 1.128 -0.077 0.092 0.195 -0.77
H 1.626 5.972 -0.156 0.042 -0.028 0.080 0.24
C 1.979 2.742 -0.070 -0.062 0.094 -0.098 0.77
C -0.287 -3.005 -2.010 0.039 -0.049 -0.218 -2.00
H -4.774 0.858 1.724 0.050 -0.051 -0.017 0.55
```
Positions in Å, forces in eV/Å.

Values from the calculation:
- Total charge: 0
- SMILES: COc1ccc(NS(=O)(=O)c2cc3c(cc2C)N(C(C)=O)CCO3)cc1OC
- Energy relative to the best compared isomer or geometry (same formula, charge and spin): 165.5 kJ/mol


3.
The following is a DFT calculation (ωB97M-V with the def2-TZVPD basis set) of the molecule C5H6N2S at a distorted geometry.

XYZ file:
```
14
Properties=species:S:1:pos:R:3:forces:R:3:mulliken_charge:R:1
C -0.105 1.137 0.085 1.401 -4.472 -0.799 -0.34
S 3.505 -0.730 -0.084 1.137 2.550 1.474 -0.27
H -3.189 0.451 -0.306 1.355 -0.313 -0.254 0.25
N 0.823 -0.993 -0.138 -0.444 0.488 0.608 -0.78
C -2.751 -0.560 -0.207 -1.562 -0.681 1.531 -0.85
H -3.597 -1.217 0.060 0.614 -0.140 -0.607 0.25
H -1.109 -2.109 0.273 -1.943 1.909 -0.483 0.34
C -1.537 -1.035 0.062 2.126 -0.682 0.023 0.19
C 1.821 -0.126 -0.260 -2.146 0.649 1.821 0.31
H -0.863 1.826 -0.024 -1.416 1.261 0.287 0.36
H 1.884 2.053 -0.327 -0.929 -0.244 0.546 0.31
H 4.227 0.378 0.914 -2.130 -2.397 -2.337 0.15
C 1.220 1.192 -0.117 3.751 1.484 -1.088 -0.43
N -0.330 -0.269 0.068 0.186 0.588 -0.722 0.51
```
Positions in Å, forces in eV/Å.

Values from the calculation:
- Total charge: 0
- SMILES: C=Cn1ccc(S)n1
- Energy relative to the best compared isomer or geometry (same formula, charge and spin): 352.7 kJ/mol


Among the records above, which one has the highest total charge?
C9H15BrN4O


Please write out number 3 again, unchanged.
The following is a DFT calculation (ωB97M-V with the def2-TZVPD basis set) of the molecule C5H6N2S at a distorted geometry.

XYZ file:
```
14
Properties=species:S:1:pos:R:3:forces:R:3:mulliken_charge:R:1
C -0.105 1.137 0.085 1.401 -4.472 -0.799 -0.34
S 3.505 -0.730 -0.084 1.137 2.550 1.474 -0.27
H -3.189 0.451 -0.306 1.355 -0.313 -0.254 0.25
N 0.823 -0.993 -0.138 -0.444 0.488 0.608 -0.78
C -2.751 -0.560 -0.207 -1.562 -0.681 1.531 -0.85
H -3.597 -1.217 0.060 0.614 -0.140 -0.607 0.25
H -1.109 -2.109 0.273 -1.943 1.909 -0.483 0.34
C -1.537 -1.035 0.062 2.126 -0.682 0.023 0.19
C 1.821 -0.126 -0.260 -2.146 0.649 1.821 0.31
H -0.863 1.826 -0.024 -1.416 1.261 0.287 0.36
H 1.884 2.053 -0.327 -0.929 -0.244 0.546 0.31
H 4.227 0.378 0.914 -2.130 -2.397 -2.337 0.15
C 1.220 1.192 -0.117 3.751 1.484 -1.088 -0.43
N -0.330 -0.269 0.068 0.186 0.588 -0.722 0.51
```
Positions in Å, forces in eV/Å.

Values from the calculation:
- Total charge: 0
- SMILES: C=Cn1ccc(S)n1
- Energy relative to the best compared isomer or geometry (same formula, charge and spin): 352.7 kJ/mol